1.
{
  "formula": "C16H28ClF8N2O2PSSi",
  "method": "the ωB97M-V functional and the def2-TZVPD basis",
  "symbols": ["C", "Si", "C", "C", "C", "C", "F", "F", "N", "C", "N", "C", "C", "C", "C", "S", "O", "O", "Cl", "C", "C", "C", "C", "C", "C", "H", "H", "H", "H", "H", "H", "H", "H", "H", "H", "H", "H", "H", "H", "H", "H", "H", "H", "H", "H", "H", "H", "H", "H", "H", "H", "H", "H", "F", "P", "F", "F", "F", "F", "F"],
  "xyz": [[-1.834636, 2.266251, -1.082048], [0.066269, 2.391941, -0.867571], [0.342328, 3.526296, 0.691122], [0.930982, 0.732363, -0.458803], [0.186430, -0.582245, -1.064806], [0.440373, -1.864801, -0.134705], [1.716386, -1.711434, 0.450086], [0.556370, -2.974566, -1.040564], [-0.676735, -2.235584, 0.779168], [-1.533021, -1.050957, 1.240823], [-2.756009, -0.886004, 0.410592], [-0.385032, -3.242988, 1.841151], [0.573941, -2.911055, 3.041694], [0.885836, -1.403157, 3.428905], [-0.126744, -0.774749, 4.550494], [0.767009, -0.124045, 6.036096], [1.911784, 0.776206, 5.622050], [1.201884, -1.249749, 6.924810], [-0.543954, 1.059894, 7.185246], [0.936283, 3.351122, -2.315965], [0.129099, 4.501489, -2.976939], [0.838326, 5.312547, -4.108233], [2.308440, 4.939478, -4.524686], [3.072661, 3.766103, -3.846085], [2.379799, 2.937899, -2.697985], [-2.248547, 1.889447, -0.065101], [-2.160790, 1.506797, -1.871171], [-2.303514, 3.296878, -1.237562], [-0.291215, 3.153928, 1.575028], [1.468008, 3.459810, 0.946889], [0.119676, 4.600546, 0.380641], [2.036195, 0.739666, -0.794862], [0.982169, 0.671204, 0.698809], [-0.900264, -0.407069, -1.353512], [0.742704, -0.804971, -2.054282], [-1.352943, -2.732553, 0.138222], [-1.904541, -1.371491, 2.291754], [-0.930991, -0.101012, 1.408860], [-3.199492, 0.032649, 0.541885], [-3.451818, -1.573132, 0.770313], [-1.407229, -3.579220, 2.269462], [0.013986, -4.186986, 1.302035], [1.590214, -3.432491, 2.859062], [0.161212, -3.426562, 3.992963], [1.944218, -1.285986, 3.878537], [0.852032, -0.648262, 2.559044], [-0.671864, 0.132480, 4.082523], [-0.944626, -1.508053, 4.860569], [-0.926495, 4.737143, -2.614994], [0.273680, 6.162176, -4.613737], [2.833037, 5.533863, -5.356664], [4.137187, 3.479488, -4.124595], [2.986319, 2.107250, -2.204415], [0.082252, -5.216594, -3.228947], [-1.261836, -4.428859, -3.624009], [-1.455836, -4.790343, -2.062932], [-2.850435, -4.621108, -3.771038], [-0.352932, -3.556727, -4.622291], [-1.576032, -2.900914, -3.213423], [-1.419557, -5.481245, -4.826911]],
  "atomic_forces_ev_per_a": [[-0.667, -0.636, 0.596], [0.443, 1.584, 0.268], [0.570, -0.346, -0.158], [0.152, -1.091, 0.543], [1.294, 0.466, -0.295], [2.174, 0.164, -4.519], [-2.852, -0.861, -0.079], [-0.210, 1.883, 2.578], [-0.899, 0.360, -0.504], [-1.717, 0.868, 2.688], [0.554, -0.836, 0.965], [-0.350, -2.720, 1.117], [1.260, -0.163, 0.921], [0.262, 1.339, 0.919], [-1.292, 0.483, -1.395], [5.184, -0.481, 1.680], [-3.960, -2.231, 0.475], [-1.925, 2.461, -2.445], [0.388, -0.786, -1.084], [1.048, 0.597, -1.633], [4.519, -0.604, -1.683], [1.560, -2.925, 1.969], [-1.466, -1.868, 2.346], [-3.599, 0.682, 1.507], [-1.579, 3.960, -2.787], [0.587, 0.617, -1.517], [0.287, 1.265, 0.921], [0.628, -1.492, 0.005], [0.952, 0.834, -1.145], [-1.782, 0.194, -0.183], [0.138, -1.366, 0.725], [-1.832, -0.066, 0.550], [-0.094, 0.153, -1.754], [1.340, -0.542, 0.719], [-1.079, -0.045, 1.667], [0.841, 0.295, 0.014], [1.094, 0.423, -1.456], [-0.693, -1.353, -0.800], [0.652, -0.415, -0.191], [0.595, 0.688, -0.611], [1.518, 0.800, -0.904], [-0.602, 1.698, 0.699], [-1.688, 0.963, 0.112], [0.541, 0.763, -1.659], [-1.626, -0.484, -0.915], [0.193, -1.460, 1.215], [0.934, -1.276, 1.004], [1.312, 0.945, 0.022], [1.719, -0.332, -0.713], [1.045, -1.307, 0.698], [-0.999, -1.042, 1.491], [-1.649, 0.640, 0.214], [-1.230, 1.311, -0.709], [2.437, -0.214, -0.775], [0.106, -0.588, -1.155], [-2.076, -0.011, 2.352], [-2.179, 1.421, 0.944], [1.241, -0.243, -2.142], [-1.075, 1.645, 2.440], [1.550, -1.717, -1.152]],
  "homo_lumo_gap_ev": 7.689
}

---

2.
{
  "formula": "C4H2ClF2N",
  "method": "the ωB97M-V functional and the def2-TZVPD basis",
  "symbols": ["N", "C", "C", "F", "C", "Cl", "C", "F", "H", "H"],
  "xyz": [[2.488422, -0.694262, -0.745944], [1.877416, 0.293847, -0.057562], [0.782909, 1.024052, 0.471788], [0.591349, 2.269876, 0.020459], [-0.498540, 0.003819, 0.153139], [-0.056978, -1.821788, 0.245802], [-1.547030, 0.673785, -0.070572], [-2.741632, 0.066982, -0.393753], [0.744152, 1.042068, 1.678689], [-1.530472, 1.783425, -0.256816]],
  "atomic_forces_ev_per_a": [[-5.578, 10.236, 7.058], [7.445, -10.107, -7.926], [-2.734, -2.375, 3.910], [0.098, 0.398, -0.501], [5.632, -1.881, 1.289], [-1.700, 3.056, 0.001], [-4.581, 1.183, -2.209], [1.027, 0.802, 0.504], [0.647, 0.081, -2.696], [-0.257, -1.393, 0.571]],
  "homo_lumo_gap_ev": 10.679
}

---

3.
{
  "formula": "C19H14ClN3O3",
  "method": "the ωB97M-V functional and the def2-TZVPD basis",
  "symbols": ["O", "C", "N", "N", "C", "C", "C", "C", "C", "O", "C", "C", "C", "C", "N", "C", "O", "C", "C", "C", "C", "C", "C", "Cl", "C", "C", "H", "H", "H", "H", "H", "H", "H", "H", "H", "H", "H", "H", "H", "H"],
  "xyz": [[-2.725456, -4.211090, -0.624818], [-2.289394, -3.080159, -0.558959], [-3.157844, -2.017964, -0.636944], [-2.802102, -0.747965, -0.431224], [-3.686563, 0.171179, -0.435376], [-3.308117, 1.533261, -0.218185], [-2.076335, 2.110483, -0.001751], [-2.314989, 3.490107, 0.152086], [-3.662830, 3.657778, 0.019354], [-4.269801, 2.485813, -0.204357], [-0.855784, -2.756242, -0.371131], [-0.233906, -1.676450, -0.990603], [1.106101, -1.423940, -0.777371], [1.846772, -2.233483, 0.081733], [3.193045, -1.994087, 0.357656], [3.880715, -0.817133, 0.440282], [5.075336, -0.813721, 0.636904], [3.070625, 0.439384, 0.369306], [2.096314, 0.686993, 1.330937], [1.399750, 1.881332, 1.332629], [1.671094, 2.840915, 0.370338], [2.637718, 2.611558, -0.592067], [3.339956, 1.416183, -0.585973], [4.525524, 1.115744, -1.804529], [1.237645, -3.349489, 0.656459], [-0.095607, -3.610633, 0.424891], [-4.145559, -2.261595, -0.762921], [-4.751419, -0.024954, -0.598870], [-1.139579, 1.594557, 0.036659], [-1.591472, 4.257193, 0.336353], [-4.283208, 4.531151, 0.062990], [-0.791142, -1.040308, -1.658251], [1.581576, -0.604764, -1.291361], [3.750157, -2.808116, 0.592629], [1.892182, -0.062373, 2.081188], [0.647434, 2.063623, 2.084572], [1.129522, 3.774224, 0.367515], [2.854559, 3.351273, -1.346111], [1.817059, -4.005868, 1.289516], [-0.571966, -4.472427, 0.866798]],
  "atomic_forces_ev_per_a": [[0.020, -0.021, 0.046], [0.002, -0.013, 0.027], [-1.107, -0.335, -0.278], [0.134, 0.917, 0.290], [-0.458, -0.847, -0.173], [1.414, 0.598, 0.246], [-0.793, -0.579, -0.175], [-0.611, 0.261, -0.037], [0.746, 0.529, 0.158], [-0.403, -0.415, -0.100], [0.345, -0.113, 0.049], [0.073, -0.141, 0.053], [0.079, -0.116, -0.075], [-0.567, -0.099, -0.133], [0.283, -0.509, 0.101], [0.066, -0.041, 0.083], [0.051, 0.116, 0.016], [0.198, 0.402, 0.055], [0.122, 0.054, -0.091], [-0.006, -0.010, 0.074], [-0.006, -0.046, -0.001], [0.070, -0.057, -0.061], [-0.123, -0.150, 0.240], [0.051, 0.068, -0.173], [0.150, 0.161, -0.035], [-0.227, 0.109, -0.178], [0.383, 0.011, 0.042], [0.044, -0.083, -0.011], [0.197, -0.170, 0.002], [0.102, 0.218, 0.035], [-0.163, 0.040, -0.015], [0.027, 0.042, -0.035], [0.010, 0.038, -0.081], [0.007, 0.219, -0.039], [-0.036, -0.095, 0.054], [-0.070, 0.018, 0.079], [-0.048, 0.104, -0.007], [0.033, 0.056, -0.083], [0.053, -0.041, 0.099], [-0.038, -0.080, 0.031]],
  "homo_lumo_gap_ev": 8.398
}

---

4.
{
  "formula": "AsF6H18O9",
  "method": "the ωB97M-V functional and the def2-TZVPD basis",
  "symbols": ["As", "F", "F", "F", "F", "F", "F", "O", "H", "H", "O", "H", "H", "O", "H", "H", "O", "H", "H", "O", "H", "H", "O", "H", "H", "O", "H", "H", "O", "H", "H", "O", "H", "H"],
  "xyz": [[-0.823350, -17.809550, 2.404560], [-2.404150, -17.385790, 3.088890], [-1.430270, -19.287000, 1.688510], [0.810790, -18.056900, 1.634290], [-0.250880, -16.234780, 3.018280], [-0.143380, -18.682970, 3.850260], [-1.368790, -17.121160, 0.822850], [-5.175180, -18.164910, 1.037210], [-4.702880, -18.959950, 0.790090], [-4.509710, -17.604870, 1.436870], [-0.160060, -13.973670, 4.536160], [-0.235250, -14.921370, 4.424620], [0.473190, -13.703270, 3.871250], [-2.806140, -16.305370, -1.129280], [-3.197910, -16.897260, -1.771480], [-2.056950, -16.789650, -0.782270], [0.715400, -17.503750, 6.349240], [0.709960, -17.931840, 5.493120], [1.642990, -17.375080, 6.547330], [3.017110, -18.879760, 0.797840], [2.125840, -18.768000, 1.128540], [3.118850, -19.826210, 0.697250], [0.376590, -19.644160, -1.561810], [0.456210, -18.849390, -1.034330], [0.720270, -19.397700, -2.420520], [0.374820, -21.700940, 2.898140], [1.115520, -21.295840, 2.447050], [0.026670, -21.007400, 3.458530], [-4.030040, -20.701980, 1.374200], [-3.137260, -20.622100, 1.710040], [-4.440930, -21.357100, 1.938310], [-2.184350, -17.733640, 6.101610], [-2.639480, -18.561880, 5.949570], [-2.540700, -17.139260, 5.441330]],
  "atomic_forces_ev_per_a": [[1.983, 0.812, 0.194], [0.844, -0.850, -0.458], [0.095, 0.075, 0.913], [-2.533, 0.503, 0.872], [-0.534, -1.849, -0.916], [-1.405, 0.929, -1.840], [0.452, 0.178, 1.037], [-0.964, 0.756, -0.370], [0.739, -1.810, -0.249], [0.864, 0.846, 0.705], [-0.139, 0.439, 0.283], [0.023, -0.234, 0.052], [0.126, 0.021, -0.143], [-0.964, 0.459, -0.050], [-0.362, -0.277, -0.613], [0.964, -0.337, 0.837], [0.072, 0.130, 0.279], [-0.188, -0.121, -0.256], [0.246, 0.082, 0.075], [0.666, -0.207, -0.272], [-0.030, 0.068, 0.088], [0.162, -0.193, -0.138], [-0.352, -0.181, -0.038], [0.190, 0.201, 0.332], [0.180, 0.008, -0.207], [-0.161, -0.374, -0.045], [0.165, 0.120, -0.110], [-0.025, 0.300, 0.185], [-0.399, 0.548, -0.363], [0.747, 0.188, 0.061], [-0.327, -0.217, 0.136], [-0.018, -0.002, 0.229], [-0.086, -0.214, -0.015], [-0.034, 0.201, -0.194]],
  "s_squared": 0.759,
  "homo_lumo_gap_ev": [9.491, 1.925],
  "multiplicity": 2
}

---

Which formula does entry 2 have? C4H2ClF2N